A cluster of 2 separate species, C5H12O3 in total in a non-equilibrium geometry, computed with the ωB97M-V functional and the def2-TZVPD basis.

Computed properties:
frontier orbital gap	11.5	eV
SMILES	CCCCC(=O)O.O
HOMO level	-10.855	eV
E_LUMO	0.7	eV
total charge	0

Geometry (Å):
O1 0.58297 2.59908 -0.74622
C1 0.71858 1.55004 -1.33690
O2 0.72300 1.49275 -2.67716
C2 0.83682 0.21456 -0.68220
C3 -0.57297 -0.30171 -0.27062
C4 -0.50291 -1.23387 0.92607
C5 -0.13581 -2.67441 0.57405
H1 0.49077 2.37670 -2.99812
H2 1.44054 0.28810 0.21316
H3 1.24693 -0.48791 -1.38511
H4 -1.30585 0.49049 -0.12730
H5 -0.97258 -0.86312 -1.12054
H6 0.27272 -0.90246 1.63278
H7 -1.40458 -1.24011 1.54236
H8 -0.98465 -3.23903 0.17261
H9 0.19628 -3.28016 1.41783
H10 0.66722 -2.73307 -0.15607
H11 -0.00273 3.08490 2.15684
H12 -0.54302 2.30894 0.97696
O3 -0.75073 2.55030 1.88756